{"formula": "C19H22N2O6S", "method": "wB97M-V/def2-TZVPD", "species": ["C", "C", "O", "C", "O", "C", "C", "C", "N", "S", "O", "O", "C", "C", "C", "C", "N", "C", "O", "C", "C", "C", "C", "O", "C", "C", "C", "C", "H", "H", "H", "H", "H", "H", "H", "H", "H", "H", "H", "H", "H", "H", "H", "H", "H", "H", "H", "H", "H", "H"], "xyz": [[-1.106, 1.123, -3.048], [-2.152, 1.824, -2.194], [-1.966, 1.506, -0.812], [-1.190, 2.306, -0.081], [-0.677, 3.318, -0.480], [-1.063, 1.744, 1.325], [-2.314, 2.058, 2.153], [-2.247, 1.272, 3.470], [-0.889, 1.102, 3.935], [-0.283, -0.428, 4.156], [-1.380, -1.252, 4.569], [0.862, -0.297, 5.009], [0.295, -1.014, 2.560], [-0.596, -1.584, 1.669], [-0.181, -1.920, 0.393], [1.142, -1.689, 0.015], [1.613, -1.977, -1.262], [0.887, -2.198, -2.402], [-0.325, -2.189, -2.471], [1.735, -2.439, -3.577], [1.371, -2.700, -4.874], [2.572, -2.855, -5.596], [3.578, -2.677, -4.693], [3.088, -2.425, -3.473], [2.046, -1.165, 0.943], [1.618, -0.819, 2.210], [0.032, 2.145, 3.564], [0.179, 2.288, 2.037], [-1.132, 0.050, -2.871], [-1.306, 1.315, -4.099], [-0.115, 1.499, -2.804], [-3.156, 1.474, -2.439], [-2.091, 2.910, -2.319], [-1.003, 0.659, 1.214], [-2.350, 3.130, 2.351], [-3.213, 1.779, 1.603], [-2.669, 0.272, 3.361], [-2.822, 1.794, 4.245], [-1.610, -1.767, 1.987], [-0.873, -2.341, -0.317], [2.617, -1.932, -1.377], [0.369, -2.769, -5.242], [2.676, -3.069, -6.639], [4.645, -2.705, -4.796], [3.079, -1.019, 0.661], [2.294, -0.406, 2.942], [0.983, 1.900, 4.035], [-0.334, 3.080, 4.000], [0.303, 3.339, 1.772], [1.058, 1.749, 1.683]], "relative_energy_kcal_mol": 13.5, "gap_ev": 8.9, "total_charge": 0, "e_lumo_ev": 0.0, "mol_weight_g_mol": 406.5, "homo_ev": -8.860}